Entry 1:
The following is a DFT calculation (ωB97M-V/def2-TZVPD) of 10 unconnected molecules or ions with the total composition C42H90N12O13PS.

Each line ends with the Mulliken charge.
Geometry (Å):
S1 -9.529 1.275 -1.703  -0.239
P1 1.077 1.027 -2.255  0.566
O1 4.031 0.599 -2.964  -0.684
O2 1.595 1.821 -1.093  -0.907
O3 -0.275 5.780 -3.944  -0.631
O4 -0.402 -0.108 -5.289  -0.816
O5 8.615 -2.446 -2.612  -0.584
O6 0.421 -1.658 -3.897  -0.699
O7 -4.169 -2.434 7.921  -0.613
O8 -4.426 -0.209 -4.370  -0.707
O9 -1.798 1.610 3.277  -0.594
O10 -10.501 -1.160 -2.128  -0.257
O11 7.115 2.941 -1.696  -0.689
O12 4.185 -0.544 4.751  -0.619
O13 1.729 -2.068 9.807  -0.678
N1 1.972 5.571 -3.717  0.156
N2 0.476 1.584 3.147  0.340
N3 -5.697 -0.625 -6.191  0.183
N4 -0.330 -2.969 9.521  0.173
N5 9.138 -4.652 -2.580  0.120
N6 -9.274 -0.468 -3.829  -0.028
N7 6.662 3.741 -3.771  0.112
N8 -9.763 -1.733 -4.125  -0.469
N9 -0.602 0.997 -2.295  0.817
N10 -6.186 -3.340 7.426  0.104
N11 5.134 -0.540 -1.340  0.299
N12 3.942 -0.199 6.981  0.227
C1 -1.106 2.306 -2.716  -0.970
C2 -1.778 -1.244 -2.174  -1.868
C3 -5.385 -2.405 7.964  0.132
C4 -5.572 -4.468 6.743  -0.923
C5 -1.223 -0.123 -3.070  1.187
C6 0.497 1.481 1.688  -0.749
C7 3.072 -1.358 7.130  -0.992
C8 -7.065 2.490 -2.002  -0.804
C9 0.715 5.671 -3.246  0.131
C10 -2.553 2.548 -2.219  -0.115
C11 -1.771 -2.875 9.707  -1.084
C12 -7.738 1.287 -1.347  -0.676
C13 1.740 1.625 3.856  -1.140
C14 0.516 -2.034 9.964  0.140
C15 -0.467 -2.910 -0.740  -1.680
C16 5.809 -1.394 -2.307  -0.941
C17 7.562 4.865 -3.604  -1.037
C18 9.496 -5.846 -3.317  -0.930
C19 -10.477 -2.086 -3.109  0.010
C20 0.214 -4.116 8.814  -0.903
C21 4.282 0.396 -1.782  -0.045
C22 -5.541 2.371 -1.949  -0.348
C23 -3.524 2.727 -3.392  -0.162
C24 -5.336 0.095 -5.115  0.512
C25 8.922 -3.469 -3.190  0.136
C26 -0.309 -0.697 -4.194  0.058
C27 -4.946 -1.836 -6.483  -0.985
C28 3.115 5.426 -2.837  -0.877
C29 -4.856 3.322 -2.947  -1.185
C30 2.171 5.595 -5.154  -0.895
C31 -7.630 -3.256 7.501  -0.913
C32 -6.791 -0.233 -7.051  -0.986
C33 -2.043 -1.256 0.316  -2.021
C34 5.933 3.583 -5.013  -0.766
C35 5.395 -0.726 0.071  -1.072
C36 -0.695 1.637 3.796  0.087
C37 4.421 0.093 5.759  0.084
C38 6.524 2.858 -2.759  0.646
C39 -9.726 -0.168 -2.651  0.368
C40 9.002 -4.720 -1.135  -0.920
C41 -1.054 -1.480 -0.835  2.666
C42 4.253 0.600 8.146  -0.898
H1 -0.570 1.712 4.893  0.261
H2 4.755 -0.009 8.901  0.316
H3 -3.028 3.379 -4.113  0.438
H4 -8.034 -4.125 8.025  0.336
H5 -0.020 0.577 1.368  -0.039
H6 -6.350 -5.127 6.366  0.377
H7 6.455 -0.570 0.281  0.344
H8 7.993 -4.436 -0.837  0.264
H9 -4.959 -4.117 5.914  0.296
H10 7.252 5.475 -2.754  0.308
H11 5.118 -1.738 0.377  0.351
H12 2.194 -1.238 6.492  0.278
H13 -0.369 -3.334 -1.736  0.426
H14 9.701 -4.031 -0.658  0.297
H15 -8.060 -3.219 6.498  0.339
H16 -2.816 1.642 -1.676  -0.135
H17 -3.719 1.757 -3.845  -0.177
H18 -1.566 -1.238 1.295  0.463
H19 8.747 -6.626 -3.164  0.343
H20 -2.065 0.309 -3.600  -0.527
H21 -4.713 4.307 -2.502  0.471
H22 -11.039 -2.991 -2.973  0.404
H23 1.570 1.697 4.930  0.298
H24 5.295 4.451 -5.191  0.159
H25 -2.570 3.423 -1.571  0.699
H26 1.496 -0.296 -2.163  0.019
H27 -7.400 2.597 -3.033  0.429
H28 10.467 -6.221 -2.985  0.336
H29 -2.603 -0.333 0.167  0.256
H30 -2.776 -2.067 0.296  0.590
H31 3.231 5.499 -5.373  0.222
H32 -7.560 -1.009 -7.066  0.355
H33 9.552 -5.620 -4.379  0.284
H34 1.628 4.773 -5.623  0.296
H35 5.062 0.993 5.745  0.284
H36 8.577 4.512 -3.411  0.300
H37 -7.236 0.689 -6.685  0.299
H38 5.064 -1.936 -2.892  0.338
H39 -0.222 -0.795 -0.685  -0.902
H40 0.909 -4.659 9.456  0.317
H41 -5.937 -1.586 8.454  0.258
H42 -2.014 -1.963 10.247  0.262
H43 0.524 -2.902 -0.288  0.311
H44 -2.124 -3.735 10.283  0.328
H45 0.758 -3.790 7.927  0.242
H46 -5.353 -2.304 -7.377  0.396
H47 -2.833 -1.034 -1.984  0.096
H48 9.207 -5.734 -0.800  0.380
H49 6.625 3.480 -5.852  0.384
H50 7.555 5.471 -4.507  0.395
H51 -5.237 1.354 -2.200  0.162
H52 -7.920 -2.357 8.039  0.289
H53 3.813 6.256 -2.981  0.346
H54 -7.369 3.390 -1.464  0.308
H55 -4.930 -5.020 7.430  0.273
H56 4.812 -0.014 0.651  0.362
H57 -1.133 -3.542 -0.152  0.372
H58 -7.660 1.391 -0.267  0.432
H59 3.634 4.486 -3.038  0.287
H60 3.808 0.984 -0.983  0.441
H61 0.014 -1.199 10.478  0.288
H62 -5.206 2.602 -0.938  0.470
H63 6.454 -2.092 -1.789  0.314
H64 2.784 5.418 -1.801  0.312
H65 1.521 1.457 1.333  0.431
H66 5.307 2.694 -4.960  0.302
H67 -5.947 1.005 -4.969  -0.135
H68 6.408 -0.791 -2.987  0.280
H69 -1.009 2.478 -3.791  0.385
H70 -3.893 -1.598 -6.638  0.307
H71 1.796 6.530 -5.571  0.329
H72 1.547 1.584 -3.454  0.016
H73 -0.599 -4.773 8.517  0.362
H74 -2.283 -2.855 8.745  0.575
H75 3.338 1.007 8.582  0.309
H76 5.816 2.049 -2.988  -0.088
H77 2.752 -1.460 8.169  0.451
H78 3.599 -2.260 6.815  0.295
H79 9.043 -3.516 -4.285  0.284
H80 4.907 1.424 7.866  0.307
H81 0.661 5.630 -2.145  0.309
H82 -0.470 3.041 -2.215  0.129
H83 -7.269 0.357 -1.652  0.423
H84 -0.012 2.334 1.244  0.271
H85 -1.748 -2.161 -2.757  0.706
H86 2.313 0.721 3.651  0.448
H87 2.318 2.493 3.528  0.312
H88 -6.433 -0.072 -8.071  0.369
H89 -5.511 3.419 -3.817  0.458
H90 -5.013 -2.530 -5.645  0.289

Values from the calculation:
2S+1: 1
Net charge: -1
LUMO level (eV): 1.67
Strongest force on any atom (eV Å⁻¹): 1.308
Orbital gap (eV): 5.89
E (Eh): -4029.1341

Entry 2:
The following is a DFT calculation (ωB97M-V/def2-TZVPD) of 10 unconnected molecules or ions with the total composition C42H91NO12.

Each line ends with the Mulliken charge.
Geometry (Å):
O1 -3.488 0.798 1.394  -0.472
O2 3.315 -3.208 2.315  -0.418
O3 3.442 -1.763 -0.341  -0.717
O4 -2.948 4.710 0.595  -0.305
O5 -1.457 1.463 -2.182  -0.330
O6 2.346 3.635 -0.088  -0.377
O7 -6.071 -0.524 8.080  -0.558
O8 -3.806 -1.537 -7.043  -0.547
O9 -5.374 -2.317 4.941  -0.408
O10 6.597 -1.046 2.751  -0.546
O11 5.106 0.529 -7.789  -0.553
O12 4.575 -2.176 -4.365  -0.552
N1 2.994 -1.880 -2.642  0.109
C1 -5.759 0.732 7.472  0.635
C2 -6.855 1.110 6.488  -1.190
C3 -2.457 7.033 1.057  -1.374
C4 2.115 3.642 2.320  -1.204
C5 -1.774 2.133 -0.964  -0.654
C6 -4.315 -3.902 -7.094  -1.477
C7 5.459 0.376 4.339  -1.248
C8 -0.801 -0.288 -4.087  -0.662
C9 2.145 4.477 1.049  0.304
C10 5.033 2.213 -3.184  -0.752
C11 -4.267 -4.366 5.583  -1.323
C12 4.046 1.293 -1.165  -0.906
C13 -2.603 0.998 -2.877  -0.740
C14 3.434 -1.259 -1.414  -0.076
C15 -6.547 -4.391 4.532  -1.429
C16 2.613 -5.523 2.187  -1.466
C17 6.437 0.118 -8.109  0.387
C18 1.729 -1.281 -3.115  -0.491
C19 6.484 -0.731 4.137  0.446
C20 4.070 -1.486 -3.547  -0.016
C21 -3.349 -2.824 -6.627  0.691
C22 4.386 -0.068 -3.145  0.720
C23 3.966 0.083 -1.832  0.856
C24 -2.177 0.335 -4.198  -0.679
C25 7.176 -0.267 -6.839  -1.101
C26 -3.038 1.048 2.725  0.769
C27 -2.624 5.962 -0.010  0.730
C28 -3.160 -0.213 3.565  -1.374
C29 -5.199 -3.689 4.590  0.513
C30 5.027 -4.885 2.511  -1.118
C31 4.571 2.374 -1.881  -0.440
C32 -3.826 2.197 3.337  -0.849
C33 3.580 -4.522 2.801  0.527
C34 0.544 -2.244 -3.123  -1.022
C35 -3.692 6.344 -1.023  -1.501
C36 -5.574 1.797 8.542  -1.410
C37 0.865 5.283 0.881  -1.087
C38 4.953 0.984 -3.844  -0.558
C39 -1.941 -3.073 -7.149  -1.184
C40 6.112 -1.979 4.921  -1.102
C41 6.404 -1.029 -9.107  -1.251
C42 -0.738 -1.403 -3.047  -0.505
H1 6.041 -1.780 5.991  0.426
H2 -3.090 0.234 -2.260  0.377
H3 4.606 3.340 -1.406  0.444
H4 -5.317 -3.707 -6.712  0.358
H5 3.001 5.153 1.076  0.355
H6 -2.592 -1.028 3.115  0.348
H7 -1.263 -2.291 -6.804  0.240
H8 -3.320 1.800 -3.051  0.503
H9 3.444 -3.208 1.358  0.287
H10 -4.743 -3.690 3.599  0.309
H11 5.689 -4.140 2.953  0.174
H12 -6.439 -5.435 4.237  0.399
H13 -2.946 -0.397 -4.440  0.046
H14 7.412 -1.340 -9.388  0.360
H15 -1.604 -2.057 -3.162  0.427
H16 -6.630 2.052 5.986  0.332
H17 -1.988 1.334 2.638  0.092
H18 -2.835 2.105 -0.749  0.409
H19 -3.476 2.425 4.346  0.400
H20 5.736 -1.364 2.450  0.313
H21 5.883 -1.890 -8.680  0.312
H22 4.477 0.052 3.986  0.290
H23 -3.786 4.812 1.058  0.218
H24 -5.310 2.759 8.101  0.364
H25 -6.494 1.922 9.119  0.355
H26 -1.689 6.741 1.774  0.286
H27 -2.794 -0.053 4.580  0.385
H28 -0.800 -0.933 -2.067  0.183
H29 1.288 2.927 2.286  0.166
H30 7.186 0.569 -6.139  0.248
H31 5.454 3.069 -3.691  0.437
H32 -1.931 -3.057 -8.242  0.385
H33 8.207 -0.559 -7.045  0.433
H34 0.001 4.616 0.805  0.100
H35 -4.201 -0.539 3.623  0.227
H36 3.676 1.384 -0.156  0.746
H37 -4.094 -5.410 5.317  0.404
H38 -4.889 1.943 3.388  0.305
H39 3.037 3.070 2.425  0.310
H40 -2.178 7.991 0.617  0.391
H41 -6.900 -0.418 8.559  0.351
H42 6.672 -1.102 -6.344  0.243
H43 4.660 -0.225 -7.386  0.341
H44 5.149 -2.360 4.571  0.109
H45 -3.727 3.092 2.723  -0.136
H46 7.468 -0.378 4.450  0.305
H47 -4.415 0.540 1.441  0.311
H48 5.376 0.654 5.391  0.409
H49 0.536 -2.861 -4.017  0.257
H50 5.738 1.262 3.766  0.303
H51 -3.449 7.283 -1.522  0.399
H52 -7.207 -3.894 3.820  0.337
H53 0.707 5.957 1.724  0.402
H54 1.436 -0.432 -2.495  0.306
H55 -4.788 1.505 9.239  0.345
H56 -1.458 3.172 -1.049  0.154
H57 -7.816 1.214 7.001  0.395
H58 -2.199 1.113 -4.958  0.381
H59 5.219 -4.885 1.435  0.313
H60 -4.691 -4.330 6.589  0.322
H61 -5.776 -2.283 5.818  0.234
H62 3.424 -4.480 3.881  0.340
H63 -3.306 -3.852 5.616  0.305
H64 6.853 -2.763 4.760  0.296
H65 -0.465 -0.645 -5.064  0.734
H66 1.599 3.027 -0.138  0.228
H67 -7.036 -4.357 5.510  0.349
H68 -4.377 -3.911 -8.186  0.362
H69 -3.332 -2.796 -5.536  0.158
H70 0.903 5.874 -0.036  0.361
H71 5.273 0.843 -4.865  0.538
H72 -3.798 5.565 -1.779  0.321
H73 5.287 -5.869 2.905  0.411
H74 -1.673 5.808 -0.524  0.107
H75 -1.269 1.660 -0.124  0.181
H76 6.918 0.984 -8.566  0.289
H77 -3.390 7.166 1.612  0.376
H78 -6.973 0.331 5.734  0.254
H79 -4.662 6.456 -0.530  0.366
H80 1.583 -5.241 2.403  0.329
H81 0.590 -2.848 -2.221  0.363
H82 5.866 -0.735 -10.009  0.322
H83 -3.833 -1.526 -8.005  0.339
H84 2.726 -5.542 1.100  0.337
H85 -0.126 0.520 -3.821  0.306
H86 -1.559 -4.039 -6.814  0.346
H87 -3.999 -4.890 -6.759  0.364
H88 1.992 4.269 3.204  0.438
H89 -4.821 0.588 6.934  0.142
H90 2.787 -6.530 2.571  0.398
H91 1.872 -0.909 -4.128  0.404

Values from the calculation:
2S+1: 1
LUMO level (eV): 0.41
Strongest force on any atom (eV Å⁻¹): 1.507
Orbital gap (eV): 9.70
Structure (SMILES): COCCCCCCN1C(=O)c2ccccc2C1=O.CC(C)O.CC(C)O.CC(C)O.CC(C)O.CC(C)O.CC(C)O.CC(C)O.CC(C)O.CC(C)O
E (Eh): -2612.4752

Entry 3:
The following is a DFT calculation (ωB97M-V/def2-TZVPD) of 4 unconnected molecules or ions with the total composition C42H94FN5O11PS.

Each line ends with the Mulliken charge.
Geometry (Å):
S1 -2.457 3.022 0.197  0.052
P1 1.045 -2.627 1.864  0.645
F1 -0.189 -1.344 -2.920  -0.199
O1 -4.721 -4.694 -7.142  -0.345
O2 -1.447 5.798 -2.932  -0.296
O3 -0.394 -3.631 -6.262  -0.499
O4 2.886 -5.364 11.263  -0.425
O5 -4.240 -1.146 0.114  -0.552
O6 -0.108 -3.551 2.482  -0.785
O7 2.528 -3.539 1.811  -0.287
O8 1.209 -1.241 2.906  -0.401
O9 3.447 -4.523 6.835  -0.296
O10 -4.234 6.605 -6.426  -0.339
O11 1.469 1.587 -1.110  -0.276
N1 -1.346 7.124 -5.776  -0.295
N2 -0.936 2.394 -0.384  0.191
N3 -3.310 -1.567 2.905  -0.701
N4 -2.695 -5.375 -5.029  -0.333
N5 5.089 -4.230 9.335  -0.326
C1 2.899 3.240 0.313  -0.446
C2 -0.244 6.614 -4.954  -1.202
C3 -3.867 -4.510 -4.864  -0.077
C4 3.013 -3.169 6.798  -0.713
C5 -0.911 -3.528 -4.934  0.293
C6 5.296 -5.215 8.269  -0.272
C7 4.219 -5.859 11.121  -0.482
C8 -1.362 -3.453 -7.286  -0.581
C9 -1.485 -4.851 -4.385  -0.946
C10 0.400 -0.013 -2.656  -0.631
C11 1.554 2.254 0.183  -0.645
C12 -2.335 -1.354 1.729  0.396
C13 -0.251 1.161 -3.624  -0.122
C14 3.584 3.599 -1.132  -0.297
C15 -2.177 0.050 -0.656  -0.126
C16 4.872 -4.653 6.902  -0.821
C17 2.492 -1.226 3.626  0.333
C18 -0.069 3.331 1.958  -0.786
C19 -1.859 1.003 -3.898  -0.692
C20 0.781 5.815 2.832  -1.004
C21 -2.826 5.696 -3.258  -0.702
C22 2.129 -5.359 10.061  -0.504
C23 3.774 -0.693 2.747  -0.516
C24 -4.690 7.903 -6.066  -0.719
C25 0.385 4.559 -0.481  -0.704
C26 -5.025 -4.963 -5.768  -0.844
C27 0.630 -2.155 0.019  -0.010
C28 0.548 0.400 -1.075  0.484
C29 -1.401 4.682 3.793  -1.291
C30 0.154 3.142 0.348  1.230
C31 -4.520 -5.876 -7.908  -0.721
C32 -0.804 0.859 -0.298  1.076
C33 2.366 -4.906 2.331  -0.452
C34 -1.859 6.146 -6.740  -0.049
C35 5.238 -4.787 10.684  -0.668
C36 -3.096 -0.357 0.681  -0.483
C37 -0.560 5.447 -3.996  0.365
C38 -0.500 4.886 2.399  0.854
C39 -3.168 6.631 -7.383  -0.831
C40 2.343 -4.989 3.995  -0.407
C41 1.430 -0.790 -0.376  -0.696
C42 3.852 5.055 -1.456  -0.730
H1 4.701 -0.546 3.480  0.431
H2 4.710 -6.121 8.451  0.200
H3 -2.348 3.989 3.583  0.270
H4 -0.792 4.139 4.641  0.298
H5 -1.670 -4.744 -3.309  0.404
H6 -2.035 0.914 -5.075  0.327
H7 5.157 -5.374 6.127  0.408
H8 -3.047 7.618 -7.842  0.404
H9 4.243 -6.751 10.486  0.345
H10 1.590 1.564 1.126  0.185
H11 5.385 -3.712 6.679  0.351
H12 3.694 2.570 0.899  0.340
H13 6.253 -5.188 10.795  0.396
H14 0.933 4.389 -1.527  -0.397
H15 1.097 -3.053 -0.613  0.568
H16 -1.335 -0.922 2.189  -0.639
H17 3.191 -2.677 7.756  0.422
H18 3.384 -4.717 4.481  0.006
H19 -2.141 -2.414 1.273  0.348
H20 -2.502 -5.488 -6.020  0.110
H21 6.355 -5.490 8.231  0.420
H22 -5.278 -6.015 -5.597  0.410
H23 -2.337 0.019 -3.444  0.116
H24 -3.727 -2.530 2.795  0.317
H25 1.562 -4.221 4.470  0.059
H26 0.273 1.002 -4.686  0.617
H27 -0.054 -3.264 -4.303  0.159
H28 0.111 7.458 -4.350  0.427
H29 -1.613 -2.693 -4.848  0.068
H30 -0.612 0.656 0.864  -0.567
H31 2.056 -0.473 0.561  -0.264
H32 -0.514 -2.169 -0.210  0.034
H33 -2.159 -2.763 -6.996  0.248
H34 -4.135 -0.918 2.743  0.326
H35 -1.111 5.987 -7.525  0.396
H36 1.765 5.185 3.042  0.178
H37 -4.951 8.488 -6.956  0.346
H38 -3.195 6.657 -3.625  0.210
H39 0.383 5.164 -3.513  0.055
H40 -5.588 7.790 -5.452  0.237
H41 -1.237 5.387 1.632  0.176
H42 2.360 -0.443 4.517  0.427
H43 -2.062 5.186 -6.257  0.057
H44 -5.369 -6.562 -7.802  0.340
H45 0.588 6.327 -5.609  0.436
H46 -1.842 5.726 4.113  0.414
H47 -5.911 -4.367 -5.522  0.389
H48 1.937 -3.162 6.602  0.283
H49 0.080 2.263 -3.304  -0.192
H50 2.406 -6.173 9.386  0.262
H51 -0.869 2.708 -1.399  0.526
H52 4.153 -3.843 9.253  0.086
H53 1.086 6.586 1.977  0.208
H54 -4.926 -0.428 -0.072  0.379
H55 -3.594 -6.376 -7.617  0.310
H56 5.158 -3.943 11.380  0.367
H57 3.606 5.452 -2.529  0.223
H58 -3.029 4.904 -3.983  0.332
H59 4.517 -6.197 12.121  0.350
H60 -4.194 -4.541 -3.819  0.398
H61 2.229 -4.394 9.560  0.147
H62 2.062 -6.059 4.398  0.411
H63 1.528 -0.103 -3.045  0.456
H64 1.075 -5.477 10.325  0.334
H65 -3.631 -3.474 -5.121  0.100
H66 3.938 2.829 -1.940  0.301
H67 4.347 5.813 -0.700  0.264
H68 -0.754 2.513 2.465  0.124
H69 -4.439 -5.588 -8.960  0.236
H70 -2.446 1.983 -3.577  0.038
H71 -3.122 3.663 -0.897  0.080
H72 1.067 5.333 0.100  0.079
H73 2.787 -2.238 4.133  -0.518
H74 4.149 -1.457 1.924  0.197
H75 -0.907 4.550 -4.520  0.140
H76 3.514 -2.619 5.993  0.236
H77 -0.715 -5.623 -4.495  0.391
H78 3.584 0.336 2.193  -0.119
H79 0.502 6.344 3.848  0.387
H80 -2.027 -0.980 -1.213  -0.199
H81 -3.375 5.471 -2.340  0.307
H82 -2.100 7.406 -5.155  0.071
H83 2.239 -1.106 -1.196  0.415
H84 -1.778 -4.419 -7.579  0.205
H85 3.356 -5.496 2.017  0.305
H86 1.005 3.183 2.460  0.327
H87 -2.937 0.653 -1.353  0.344
H88 -3.937 8.431 -5.477  0.307
H89 -3.584 0.567 1.203  0.461
H90 -0.855 -3.041 -8.163  0.307
H91 -3.445 5.930 -8.178  0.404
H92 1.481 -5.516 1.833  0.290
H93 -0.626 5.095 -0.734  0.315
H94 2.707 4.172 1.013  0.125

Values from the calculation:
2S+1: 1
Net charge: +1
LUMO level (eV): -2.89
Strongest force on any atom (eV Å⁻¹): 6.026
Orbital gap (eV): 6.97
E (Eh): -3596.6381